C5H11NOS | the ωB97M-V functional and the def2-TZVPD basis

Geometry as XYZ:
```
19
Properties=species:S:1:pos:R:3:forces:R:3:nbo_charge:R:1
H -1.11958 1.02925 -2.08855 -1.118 0.326 0.350 0.221
C -0.59778 0.68363 1.32112 0.184 -0.551 -1.089 -0.620
O 1.18679 -1.30445 -2.50352 0.127 0.131 -0.432 -0.604
H -0.85260 0.34953 2.37422 0.626 0.984 -1.093 0.218
H -0.53909 -1.52200 -1.53255 0.035 0.594 0.148 0.163
H -0.02143 1.63431 1.10976 -0.241 -1.087 1.173 0.220
H -0.96855 -0.21010 -3.37701 -2.126 -1.182 -2.344 0.213
C 0.27050 -0.53979 0.63406 -0.041 2.858 3.234 -0.106
N 0.76434 -0.08321 -0.61163 -1.059 -0.994 -0.583 -0.367
H 1.25634 -0.94645 2.60726 0.810 1.088 -1.908 0.203
H -0.29485 -1.45499 0.84249 -0.033 -0.180 -1.200 0.190
C 0.14791 -0.67687 -1.75511 -1.351 0.956 -0.542 0.198
H 1.95658 0.41337 1.42767 0.505 0.475 0.652 0.216
H 0.21585 0.98126 -3.15349 0.560 0.176 -0.110 0.222
C 1.53920 -0.56660 1.53365 -1.609 -1.769 1.023 -0.595
H -1.54187 0.92962 0.80211 0.123 -0.703 0.084 0.202
S 2.30032 -1.69086 -1.43482 1.576 -0.867 -0.133 0.439
C -0.53086 0.37294 -2.67491 2.608 -0.144 2.256 -0.619
H 2.17819 -1.28496 1.03243 0.426 -0.108 0.515 0.207
```
Positions in Å, forces in eV/Å.

The expectation value of S² is 2.012. The charge is 0. Its HOMO energy (spin up / spin down) is -8.2 / -8.7 eV. The HOMO-LUMO gap (spin up / spin down) comes out at 9.15 / 7.22 eV. The spin multiplicity is 3.

***

C5H11NOS3 | the ωB97M-V functional and the def2-TZVPD basis

Geometry as XYZ:
```
21
Properties=species:S:1:pos:R:3:forces:R:3:nbo_charge:R:1
O 2.28802 0.95120 2.45734 -0.415 1.527 -0.425 -0.338
H -3.51811 -1.19582 -0.38860 3.205 -2.642 -0.542 0.150
C 1.91863 2.39135 2.32512 3.453 1.301 1.950 -0.109
H 2.34659 2.63159 1.30103 -1.255 0.222 1.082 0.214
H -2.01255 -0.59413 -2.39312 0.793 -1.569 0.240 0.252
H -1.39259 -2.34757 -2.77009 -0.108 1.264 -0.017 0.222
S -1.20646 0.45890 0.74224 0.664 1.248 1.358 -0.155
H 1.11567 -1.28341 -4.03632 0.331 1.430 1.563 0.126
H 0.15357 1.97734 3.64944 1.073 0.063 -2.078 0.258
C -0.00645 -1.07210 -1.72653 0.740 5.359 -0.368 -0.511
H 0.60495 -1.64286 -1.08698 0.157 -0.995 0.827 0.209
H 2.51976 3.07509 3.10831 -1.392 -1.909 -1.526 0.215
C -1.40681 -1.49398 -2.03630 -0.196 -0.437 -2.268 -0.599
H 1.34049 -0.31839 1.09430 1.034 -0.749 0.146 0.410
H -0.15539 0.02427 -1.29580 0.486 -2.680 0.041 0.249
C 0.09821 1.12126 1.54348 0.735 1.366 1.811 0.100
S 1.21315 -0.30698 -2.96330 -1.315 -2.554 -1.790 -0.098
C 0.45069 2.29733 2.55402 -3.618 2.576 1.197 -0.521
H -0.13150 3.37995 2.58913 1.359 -2.840 -1.056 0.257
N 1.32484 0.57241 1.54817 -1.838 -2.209 -1.652 -0.319
S -2.18010 -2.32602 -0.66806 -3.892 2.230 1.505 -0.011
```
Positions in Å, forces in eV/Å.

The charge is 0. Its HOMO energy is -8.1 eV. The HOMO-LUMO gap comes out at 8.10 eV.

***

C5H11NP | the ωB97M-V functional and the def2-TZVPD basis

Geometry as XYZ:
```
18
Properties=species:S:1:pos:R:3:forces:R:3:nbo_charge:R:1
C -0.00080 0.94816 0.61017 -2.730 -1.606 1.119 -0.056
H 1.19599 -1.20770 -2.20821 -0.086 -1.796 1.085 0.465
H -2.29235 -0.96679 0.15674 0.497 -0.431 1.025 0.053
C 0.49409 0.03350 -0.26224 -1.146 1.120 1.541 -0.361
H 1.40753 -2.50793 -1.05649 3.128 -1.425 1.721 0.421
C -0.08855 -1.16543 -0.59069 -0.293 0.228 -2.280 -0.164
H -0.60293 2.60864 2.57382 -2.062 -1.497 2.001 0.197
H -1.13327 -0.56322 -2.24349 0.458 -0.542 1.054 0.002
H -1.00675 0.60636 1.08352 1.999 1.013 -0.192 0.208
C 0.04638 2.94343 1.87998 3.626 3.710 -2.688 -0.222
N 0.80705 -1.93663 -1.52797 -2.310 2.900 -1.895 -0.698
H -0.64457 -2.08277 1.47887 -0.593 0.646 0.666 0.011
C 0.52698 2.25952 0.81727 -3.438 -1.568 3.065 -0.269
P -1.37667 -2.07156 0.28351 -0.522 -0.719 -1.203 0.326
H 1.08276 2.58330 0.04356 2.385 1.687 -1.959 0.216
H 0.23269 -2.60144 -2.00360 -0.744 -0.341 -1.066 0.445
H 1.26676 0.44831 -0.78673 2.415 0.332 -1.767 0.210
H 0.40650 4.01984 2.04360 -0.583 -1.713 -0.227 0.217
```
Positions in Å, forces in eV/Å.

The charge is +1. Its HOMO energy (spin up / spin down) is -12.0 / -12.9 eV. The HOMO-LUMO gap (spin up / spin down) comes out at 7.10 / 7.75 eV.

***

C5H11NP | the ωB97M-V functional and the def2-TZVPD basis

Geometry as XYZ:
```
18
Properties=species:S:1:pos:R:3:forces:R:3:nbo_charge:R:1
H -0.78529 1.49378 1.78731 0.509 -0.495 2.322 0.263
H 1.22101 2.02891 -0.48235 -0.310 1.240 0.064 0.236
H -1.13382 -1.01281 -2.07373 0.497 0.748 0.198 0.252
N 0.89904 0.06565 -0.58449 -2.068 -1.067 -2.815 -0.436
H 1.54380 -0.04764 -1.35193 0.368 0.586 0.004 0.433
P -1.68287 -0.02403 0.14487 0.001 0.135 0.137 0.906
H -1.12093 -2.39297 0.23384 1.512 1.771 0.779 0.273
H 1.16251 -2.03946 -0.32960 0.259 1.803 1.023 0.246
C -0.64098 1.36810 0.76837 1.664 -2.386 -1.731 -0.716
H 1.59285 -0.77927 0.99405 0.054 -1.046 1.361 0.223
H -0.61435 -1.55220 1.82660 -0.512 0.182 -1.696 0.278
C -0.62649 -1.41970 0.68300 -0.051 -1.199 1.860 -0.745
H -0.96973 0.82527 -1.98668 0.082 2.682 -2.006 0.209
C 0.87387 -1.08744 0.26462 -1.081 -2.915 -1.925 -0.261
H 1.46097 1.09855 0.96164 2.149 0.220 2.477 0.212
C 0.83915 1.28897 0.18359 -2.343 -1.155 -1.449 -0.224
H -0.99985 2.24999 0.47420 -1.865 3.531 -1.807 0.252
C -1.01888 -0.06371 -1.51331 1.136 -2.636 3.203 -0.401
```
Positions in Å, forces in eV/Å.

The charge is +1. Its HOMO energy is -14.0 eV. The HOMO-LUMO gap comes out at 9.23 eV.

***

C5H11NS | the ωB97M-V functional and the def2-TZVPD basis

Geometry as XYZ:
```
18
Properties=species:S:1:pos:R:3:forces:R:3:nbo_charge:R:1
C 1.66448 -0.30359 0.90682 -1.518 -0.255 0.838 -0.569
H 1.94981 -1.33511 1.28817 0.612 1.568 -0.218 0.218
C -1.55165 -0.81268 -0.75678 0.064 0.099 -0.971 -0.213
H -1.79561 0.74432 1.13951 0.160 -2.118 -0.775 0.228
H -1.65885 -0.38830 -1.81777 -0.332 -0.454 1.558 0.194
H 0.33154 1.49895 -1.02452 -3.377 0.018 1.637 0.228
C 0.05194 -0.72723 0.71340 1.623 0.839 -1.438 -0.037
N -0.12984 -1.31786 -0.66238 1.686 -3.601 1.172 -0.660
C -0.71156 1.56497 -0.31493 1.149 1.181 -2.221 -0.626
H -0.50405 2.40843 0.40600 -0.151 -1.107 -0.402 0.207
C -1.15375 0.24050 0.33410 1.154 1.259 0.780 -0.265
H 2.81689 1.32397 -0.55997 -0.248 -0.970 0.130 0.128
H 0.40235 -2.47001 -0.85179 -2.975 4.423 0.763 0.373
H -2.45840 -1.43989 -0.49827 1.242 0.287 -0.153 0.191
S 2.56942 -0.02952 -0.65964 0.170 0.859 0.368 -0.030
H 1.91277 0.55282 1.66693 -0.677 -1.896 -1.311 0.242
H -0.04391 -1.42068 1.56357 -0.829 0.274 -0.239 0.179
H -1.69158 1.91090 -0.87244 2.247 -0.404 0.483 0.212
```
Positions in Å, forces in eV/Å.

The charge is 0. Its HOMO energy is -8.6 eV. The HOMO-LUMO gap comes out at 9.42 eV.

***

C5H11NS | the ωB97M-V functional and the def2-TZVPD basis

Geometry as XYZ:
```
18
Properties=species:S:1:pos:R:3:forces:R:3:nbo_charge:R:1
C -1.06957 -2.56417 -0.31868 0.273 1.391 0.011 -0.950
H 2.67518 1.28165 0.40697 0.042 -0.203 -0.824 0.217
C 1.61806 1.17527 0.15911 0.621 -0.015 -0.454 -0.481
H -2.14899 0.81405 -0.27029 0.044 1.617 -1.126 0.384
H 1.12670 0.97333 1.10150 -0.784 0.285 0.018 0.228
S -0.66499 -0.96604 0.09152 -0.997 0.823 2.148 1.170
H -0.63922 -0.01608 2.32083 -0.216 0.144 0.025 0.224
H -0.83729 -2.79638 -1.33482 0.151 -0.039 -0.652 0.208
H 1.41854 2.75149 -1.59802 0.039 -1.440 0.618 0.226
C -0.23411 -0.83822 1.76133 0.838 -0.788 -2.387 -0.782
N -2.16649 -0.08527 0.09582 3.719 -0.155 2.273 -0.985
C 0.91780 1.98755 -0.92728 -1.664 4.229 0.945 -0.475
H 0.01009 2.64731 -0.53406 1.246 -2.080 -0.764 0.213
H -2.75684 -0.73572 -0.23666 -3.142 -2.257 -1.698 0.384
C 1.02793 0.56735 -1.06257 -0.314 -0.366 1.444 -0.215
H 1.57873 0.09406 -1.81985 0.402 -0.724 -0.910 0.204
H 0.84031 -1.04333 1.75623 -0.248 -0.050 0.748 0.200
H -0.69585 -3.24683 0.40894 -0.010 -0.372 0.584 0.229
```
Positions in Å, forces in eV/Å.

The charge is 0. Its HOMO energy (spin up / spin down) is -7.6 / -7.7 eV. The HOMO-LUMO gap (spin up / spin down) comes out at 6.84 / 7.55 eV.

***

C5H11NSi | the ωB97M-V functional and the def2-TZVPD basis

Geometry as XYZ:
```
18
Properties=species:S:1:pos:R:3:forces:R:3:nbo_charge:R:1
H 0.16438 -2.10876 -0.08322 -1.188 -0.377 -1.170 0.262
H -1.51635 1.32949 1.77936 0.040 -1.970 -0.150 0.229
H -1.26850 -2.29906 -1.34766 0.709 -0.441 -0.093 0.237
H 0.97516 -0.17125 -2.04899 -0.326 2.372 3.442 0.224
N 2.29149 -1.21991 0.48032 1.701 -1.527 1.196 -0.346
H -2.52780 -0.24113 1.69053 1.061 0.433 -0.257 0.248
H 1.09246 2.48092 0.41018 -0.211 0.050 0.218 0.226
C -0.93087 -1.96399 -0.36702 1.684 1.193 -0.591 -1.103
C 1.72511 -0.38795 -0.04219 -0.137 -1.096 0.637 0.228
H -0.74442 -0.34682 1.96824 0.473 -0.283 0.963 0.232
H -1.85401 0.64982 -1.29714 0.025 0.009 -0.283 -0.175
H 2.64704 1.78278 -0.26891 -1.686 0.248 0.112 0.226
H 1.47088 2.47505 -1.32412 -0.457 1.046 -1.046 0.223
C 1.52124 1.94439 -0.41967 1.209 -2.345 -0.402 -0.595
H -1.40658 -2.57355 0.36853 -0.967 0.239 0.694 0.249
C 0.85532 0.48861 -0.63490 -0.516 1.053 -4.133 -0.660
C -1.51661 0.20662 1.48492 -0.926 2.368 -1.158 -1.082
Si -0.97794 -0.04525 -0.34827 -0.488 -0.972 2.021 1.377
```
Positions in Å, forces in eV/Å.

The charge is 0. Its HOMO energy is -10.1 eV. The HOMO-LUMO gap comes out at 10.38 eV.

***

C5H11O | the ωB97M-V functional and the def2-TZVPD basis

Geometry as XYZ:
```
17
Properties=species:S:1:pos:R:3:forces:R:3:nbo_charge:R:1
C -2.19856 -0.33193 -0.42503 -3.013 -1.012 -0.591 -0.639
C 0.20600 1.48900 -0.30519 -2.021 1.152 2.574 -0.755
C -0.18659 0.05500 -0.30068 -0.080 -1.490 -0.354 0.343
H -3.29338 -0.23029 -0.01537 2.257 -0.093 -0.092 0.311
C 3.09608 -0.75174 0.50263 -0.008 0.380 0.460 0.330
H -0.65465 2.11184 0.22714 1.477 -1.206 -1.387 0.276
H 3.74144 -0.26178 1.29161 -0.236 -0.674 -0.799 0.154
H 3.49692 -1.46905 -0.23409 0.268 0.174 0.282 0.149
H -2.02511 0.64319 -0.88919 -0.335 -0.119 -0.462 0.253
H 0.53862 1.95199 -1.20289 -0.288 -0.119 -1.113 0.270
H -2.30179 -1.17574 -1.20991 0.480 1.606 1.176 0.259
H -1.00773 -1.74217 0.58229 0.511 -0.309 0.287 0.267
C -1.08411 -0.67199 0.63076 0.411 1.496 0.104 -0.479
H 1.00836 1.74168 0.39310 0.050 -0.789 0.250 0.317
H -1.17681 -0.27229 1.67127 -0.170 -0.202 -1.128 0.261
O 1.92128 -0.46144 0.47504 0.087 -0.077 0.126 -0.557
H -0.07997 -0.62429 -1.19149 0.611 1.281 0.667 0.239
```
Positions in Å, forces in eV/Å.

The charge is +1. Its HOMO energy is -14.6 eV. The HOMO-LUMO gap comes out at 9.64 eV.

***

ΔE to the lowest compared entry with this formula, charge and spin? In order: 0.0 645.4 506.6 140.2 369.4 790.5 309.9 149.1 kJ/mol.
Energy? In order: -19731.593 -41400.496 -16129.097 -16132.894 -17684.634 -17680.270 -14728.523 -7400.706 eV.